Entry from the OMol25 dataset: one molecule with the formula C23H22N2O3 (ωB97M-V with the def2-TZVPD basis set).

The calculation puts the energy relative to the best compared isomer or geometry (same formula, charge and spin) at 80.5 kJ/mol. Its SMILES is C[C@@H](NC(=O)COC(=O)c1ccccc1Nc1ccccc1)c1ccccc1.

Atoms and positions in Å:
C (-1.016012, -1.095595, 1.516135)
C (-2.328146, -0.366065, 1.205576)
N (-2.066547, 1.037597, 0.942567)
C (-2.188487, 1.998526, 1.874865)
O (-2.709156, 1.847410, 2.956038)
C (-1.628470, 3.362745, 1.437303)
O (-0.705215, 3.258421, 0.365866)
C (0.424833, 2.572106, 0.644305)
O (0.669347, 2.173084, 1.767159)
C (1.247656, 2.329062, -0.542512)
C (1.063532, 3.106242, -1.689393)
C (1.809729, 2.885935, -2.824203)
C (2.774781, 1.882750, -2.821761)
C (2.969913, 1.097728, -1.709661)
C (2.206039, 1.284627, -0.547287)
N (2.392238, 0.522336, 0.566779)
C (2.902737, -0.765443, 0.664660)
C (2.838401, -1.688048, -0.378841)
C (3.337870, -2.965648, -0.206920)
C (3.893934, -3.349036, 1.001361)
C (3.930484, -2.446404, 2.052286)
C (3.436762, -1.167887, 1.889884)
C (-3.039586, -0.983910, 0.027133)
C (-4.284038, -1.577846, 0.185902)
C (-4.936423, -2.146973, -0.894111)
C (-4.352427, -2.124711, -2.148636)
C (-3.112133, -1.533068, -2.317318)
C (-2.459761, -0.968102, -1.236426)
H (-0.521141, -0.613918, 2.355877)
H (-0.346689, -1.075619, 0.658454)
H (-1.218524, -2.132127, 1.771808)
H (-2.970899, -0.390498, 2.091487)
H (-1.635069, 1.259639, 0.058366)
H (-2.439766, 3.997887, 1.077099)
H (-1.160293, 3.822867, 2.313059)
H (0.328145, 3.895215, -1.661997)
H (1.660868, 3.495270, -3.701688)
H (3.387118, 1.725009, -3.697369)
H (3.747700, 0.350205, -1.705512)
H (2.002922, 0.916897, 1.419387)
H (2.372962, -1.414807, -1.313895)
H (3.280800, -3.670576, -1.023406)
H (4.283929, -4.347357, 1.127739)
H (4.346638, -2.741337, 3.004110)
H (3.458321, -0.464250, 2.709170)
H (-4.744626, -1.592579, 1.162847)
H (-5.904188, -2.605945, -0.756046)
H (-4.861197, -2.566073, -2.992681)
H (-2.650499, -1.512335, -3.293755)
H (-1.488347, -0.515404, -1.383814)

Forces on atoms 1 to 2 (eV/Å):
-0.3 0.1 0.1
0.1 -0.2 0.2

Results of the Löwdin charge analysis, in e, for atoms 1 through 6:
1. C -0.015
2. C -0.300
3. N 0.122
4. C -0.475
5. O 0.080
6. C -0.055

Entry from the OMol25 dataset: C43H33HgNO5P2S as an isolated structure in a non-equilibrium geometry (ωB97M-V with the def2-TZVPD basis set).

Its charge is +1. For the energy, the calculation gives -90435.8330 eV. The spin multiplicity is 2.

Atoms and positions in Å:
Hg (0.142936, -0.517074, 0.646738)
O (4.203060, -2.931475, 1.119310)
C (2.901224, -2.696949, 0.989402)
O (2.425261, -2.188418, 0.002617)
C (2.101830, -3.130305, 2.169571)
C (2.675220, -3.757128, 3.273648)
C (1.834894, -4.180558, 4.292750)
C (0.469304, -3.957461, 4.183697)
C (-0.014074, -3.307540, 3.048494)
N (0.796914, -2.906939, 2.073974)
C (-1.461808, -3.008997, 2.778309)
O (-2.348550, -3.314054, 3.727081)
O (-1.816422, -2.502093, 1.746339)
H (4.672572, -2.651921, 0.317481)
H (3.740153, -3.922295, 3.306885)
H (2.234415, -4.701695, 5.149688)
H (-0.186895, -4.305454, 4.969364)
H (-1.957987, -3.704235, 4.519269)
O (-0.186439, 3.646383, -0.656286)
S (-0.534924, 2.378302, -1.297348)
C (-2.259740, 2.634271, -1.806392)
C (-2.691725, 3.830816, -2.346664)
C (-4.049015, 4.043515, -2.517418)
C (-4.961601, 3.102172, -2.068332)
C (-4.528503, 1.931753, -1.470924)
C (-3.164411, 1.672162, -1.371079)
P (-2.459306, 0.166430, -0.590640)
C (-2.998695, -1.245614, -1.601505)
C (-2.079827, -2.276200, -1.776399)
C (-2.435546, -3.409189, -2.484915)
C (-3.709348, -3.518573, -3.018921)
C (-4.624290, -2.492140, -2.851175)
C (-4.273069, -1.351256, -2.153122)
C (-3.433254, 0.076656, 0.935442)
C (-4.514360, -0.773161, 1.118006)
C (-5.215870, -0.731145, 2.309400)
C (-4.831165, 0.136584, 3.317393)
C (-3.722538, 0.952105, 3.153329)
C (-3.021889, 0.922220, 1.964468)
C (0.386320, 2.445421, -2.865458)
C (-0.028193, 3.030105, -4.042724)
C (0.877529, 3.176293, -5.083975)
C (2.188285, 2.754267, -4.935300)
C (2.598282, 2.144730, -3.761642)
C (1.693226, 1.981503, -2.717154)
P (2.068174, 1.067417, -1.182806)
C (3.675936, 0.313095, -1.613918)
C (4.881580, 0.761667, -1.084284)
C (6.065427, 0.152400, -1.464444)
C (6.051130, -0.906725, -2.357657)
C (4.849255, -1.364417, -2.877842)
C (3.663439, -0.759009, -2.506168)
C (2.521107, 2.274432, 0.098533)
C (2.572220, 3.650628, -0.073025)
C (2.849413, 4.463600, 1.014289)
C (3.094332, 3.915608, 2.261508)
C (3.072593, 2.537478, 2.427950)
C (2.777468, 1.722558, 1.353924)
H (-1.976404, 4.601850, -2.588178)
H (-4.395424, 4.964092, -2.957749)
H (-6.018882, 3.303163, -2.148397)
H (-5.249756, 1.249098, -1.048219)
H (-1.085222, -2.186556, -1.347568)
H (-1.718768, -4.205296, -2.616849)
H (-3.989601, -4.403114, -3.569321)
H (-5.620330, -2.579014, -3.259795)
H (-4.994817, -0.557050, -2.044453)
H (-4.803225, -1.467412, 0.343042)
H (-6.061665, -1.385183, 2.458468)
H (-5.390592, 0.169600, 4.240070)
H (-3.407907, 1.602475, 3.956701)
H (-2.155214, 1.558532, 1.818386)
H (-1.048729, 3.354042, -4.166518)
H (0.557304, 3.626311, -6.010105)
H (2.890483, 2.885776, -5.744915)
H (3.621079, 1.816739, -3.652213)
H (4.894245, 1.599938, -0.401867)
H (7.003834, 0.514394, -1.074662)
H (6.977626, -1.374396, -2.653298)
H (4.844248, -2.190488, -3.573678)
H (2.719358, -1.103108, -2.904652)
H (2.373015, 4.097363, -1.034513)
H (2.853358, 5.534600, 0.882525)
H (3.291330, 4.556484, 3.108618)
H (3.268050, 2.097312, 3.394587)
H (2.753017, 0.640060, 1.470322)

Forces on atoms 1 to 2 (eV/Å):
-0.1 0.2 -0.4
0.3 -0.2 0.4

Results of the Löwdin charge analysis, in e, for atoms 1 through 6:
1. Hg 0.867
2. O 0.141
3. C -0.475
4. O 0.028
5. C -0.176
6. C 0.038

Entry from the OMol25 dataset: a 6-piece molecular cluster, C23H48NO11S5 overall in a non-equilibrium geometry (ωB97M-V with the def2-TZVPD basis set).

Its charge is +1. The calculation puts the energy relative to the best compared isomer or geometry (same formula, charge and spin) at 876.0 kJ/mol.

Atoms and positions in Å:
C (2.022862, 1.009993, 1.370669)
C (0.751135, 1.376421, 2.174144)
O (0.783032, 2.142307, 3.169509)
N (-0.721122, 0.812050, 1.782945)
H (-0.615962, -0.177356, 1.940922)
H (-1.419434, 1.042363, 2.584412)
C (-1.052747, 1.145582, 0.382245)
H (2.598128, 0.489050, 2.089569)
H (2.630853, 1.900064, 1.171757)
H (1.916136, 0.465708, 0.525956)
H (-0.395210, 0.803912, -0.333484)
H (-1.034609, 2.219763, 0.153212)
H (-1.791053, 0.562269, -0.111560)
C (2.945328, -3.785982, -0.486865)
C (2.552208, -4.492370, 0.818056)
C (1.788945, -3.650017, 1.599726)
S (0.684844, -2.935934, 0.452964)
O (0.457147, -1.481304, 0.734390)
O (-0.467278, -3.756366, 0.188132)
C (1.687938, -3.115697, -0.971989)
H (3.439757, -4.530013, -1.172333)
H (3.619983, -2.822663, -0.086637)
H (3.388233, -5.039752, 1.344794)
H (1.854301, -5.353945, 0.528139)
H (2.458862, -2.818567, 1.860147)
H (1.169277, -4.065506, 2.428102)
H (1.736733, -2.015107, -1.134122)
H (1.215413, -3.699090, -1.710664)
C (6.721633, -0.901055, -1.471876)
C (6.468925, -0.616050, 0.002689)
C (5.916437, 0.699226, 0.091208)
S (5.025569, 1.125466, -1.347080)
O (5.486368, 2.349285, -1.806851)
O (3.645204, 0.767117, -1.110424)
C (5.696596, -0.027691, -2.295120)
H (6.776163, -1.736313, -1.781605)
H (7.796403, -0.164587, -1.696713)
H (7.077117, -0.756344, 0.761603)
H (5.649607, -1.248184, 0.500607)
H (6.806954, 1.489721, 0.225961)
H (5.303345, 0.621967, 0.888553)
H (6.144920, 0.505480, -3.131134)
H (5.084351, -0.728923, -2.745838)
C (-5.060533, -3.908673, 2.885703)
C (-4.956627, -3.694867, 1.366661)
C (-3.513142, -3.439187, 1.124554)
S (-2.839264, -2.822254, 2.663555)
O (-2.417605, -1.400163, 2.475869)
O (-1.956976, -3.735098, 3.264631)
C (-4.310816, -2.889939, 3.629146)
H (-4.635074, -5.059461, 2.952568)
H (-6.156398, -4.065863, 3.137884)
H (-5.635076, -2.997172, 0.897838)
H (-5.081929, -4.434468, 0.619684)
H (-3.405270, -2.667665, 0.471131)
H (-2.918764, -4.370391, 0.908977)
H (-4.816057, -1.842396, 3.530764)
H (-4.143530, -3.147724, 4.677902)
C (-6.207479, -0.096849, 0.018152)
C (-5.063545, 0.121335, 1.027924)
C (-4.830980, 1.544410, 1.100475)
S (-5.021536, 2.224710, -0.503028)
O (-3.773653, 2.527565, -1.133566)
O (-5.982404, 3.313935, -0.401751)
C (-5.817870, 0.797949, -1.212781)
H (-7.220641, 0.118896, 0.366291)
H (-6.349457, -1.095858, -0.159891)
H (-4.167944, -0.307102, 0.752910)
H (-5.293489, -0.212796, 2.076726)
H (-3.866738, 1.589357, 1.548801)
H (-5.534941, 1.964372, 1.886377)
H (-5.135481, 0.257253, -1.905996)
H (-6.652407, 1.298089, -1.756723)
C (0.861942, 5.350504, -4.006601)
C (2.296994, 5.475449, -3.519147)
C (2.688820, 4.456032, -2.577572)
S (1.177937, 4.531579, -1.519394)
O (1.372868, 5.474387, -0.423276)
O (0.845591, 3.136048, -1.186096)
C (0.104515, 5.190330, -2.723140)
H (0.844999, 4.265742, -4.549312)
H (0.586231, 6.198953, -4.532314)
H (2.519332, 6.393629, -3.207876)
H (2.862657, 5.259065, -4.493441)
H (3.412226, 4.947105, -1.790619)
H (2.396857, 3.594827, -3.007081)
H (-0.390280, 6.185820, -2.254241)
H (-0.618357, 4.361662, -2.896791)

Forces on atoms 1 to 2 (eV/Å):
-1.1 2.3 2.5
0.1 3.8 3.6

Results of the Löwdin charge analysis, in e, for atoms 1 through 6:
1. C 0.015
2. C -0.210
3. O 0.103
4. N 0.085
5. H 0.075
6. H 0.207

Entry from the OMol25 dataset: C18H48MoOP2SSi2Te as an isolated structure in a non-equilibrium geometry (ωB97M-V with the def2-TZVPD basis set).

Its charge is +4. For the energy, the calculation gives -75768.4137 eV.

Atoms and positions in Å:
Mo (0.563220, -0.040723, 0.587069)
C (1.834120, -0.149423, 3.763969)
P (0.342220, 0.549377, 2.982069)
C (-1.011780, 0.113277, 4.113669)
C (0.542220, 2.380677, 3.119469)
C (-0.028980, 3.095177, 1.899469)
P (0.754920, 2.400377, 0.390169)
C (-0.012480, 3.338477, -0.963331)
C (2.451020, 3.064277, 0.405069)
H (1.979920, 0.307077, 4.747769)
H (2.721420, 0.038977, 3.149369)
H (1.713420, -1.225123, 3.915469)
H (-0.787680, 0.559377, 5.087169)
H (-1.076280, -0.969323, 4.238269)
H (-1.968780, 0.496877, 3.756169)
H (1.611720, 2.599677, 3.201169)
H (0.059820, 2.732477, 4.036069)
H (0.175520, 4.168677, 1.965169)
H (-1.118280, 2.968477, 1.838969)
H (0.251120, 4.394577, -0.853631)
H (-1.100080, 3.252677, -0.945131)
H (0.371420, 2.988577, -1.923131)
H (2.410620, 4.139977, 0.594669)
H (2.886720, 2.919277, -0.584031)
H (3.094820, 2.597477, 1.151969)
C (6.060420, 0.613777, -1.492331)
C (4.624520, 0.170477, -1.720231)
S (3.902020, -0.163023, -0.071431)
O (2.343920, -0.334223, -0.304231)
C (4.444620, -1.886223, 0.316869)
C (4.894620, -2.760423, -0.827231)
H (6.505320, 0.906177, -2.444531)
H (6.683720, -0.179323, -1.085431)
H (6.113520, 1.477377, -0.831831)
H (4.563620, -0.722323, -2.340231)
H (4.033720, 0.971977, -2.167331)
H (3.589220, -2.322023, 0.842369)
H (5.256520, -1.741423, 1.030169)
H (4.120820, -2.917223, -1.575831)
H (5.141520, -3.737423, -0.412431)
H (5.800620, -2.391823, -1.299531)
C (-1.753580, -4.959023, -0.089731)
Si (-1.535880, -3.104623, 0.114569)
C (0.320620, -2.726623, 0.515569)
C (-2.461580, -2.080523, 1.445369)
C (-1.886780, -2.145123, -1.552831)
Te (-1.254580, -0.097523, -1.511331)
C (-3.103580, 0.711077, -0.800631)
Si (-4.344880, 1.161677, -2.314631)
C (-3.647480, 2.798577, -2.966231)
C (-6.084780, 1.015077, -1.525631)
C (-4.271480, -0.255823, -3.618231)
H (-1.560180, -5.469323, 0.851169)
H (-1.074480, -5.378923, -0.832431)
H (-2.763680, -5.225723, -0.388431)
H (0.694520, -3.490623, 1.197569)
H (0.450620, -1.755423, 1.096569)
H (0.951220, -2.767923, -0.376831)
H (-2.362280, -2.533023, 2.428469)
H (-3.531580, -2.044923, 1.254169)
H (-2.080880, -1.039423, 1.506269)
H (-2.952780, -2.149423, -1.780431)
H (-1.379380, -2.623923, -2.392931)
H (-2.897280, 1.607577, -0.216231)
H (-3.559980, -0.034023, -0.152631)
H (-3.732680, 3.610277, -2.246131)
H (-4.214680, 3.109077, -3.839831)
H (-2.604980, 2.726577, -3.275931)
H (-6.187880, 1.734477, -0.717831)
H (-6.290880, 0.016277, -1.147531)
H (-6.831080, 1.248877, -2.280331)
H (-3.235080, -0.516023, -3.830431)
H (-4.732180, 0.093177, -4.537731)
H (-4.819080, -1.140323, -3.305531)

Forces on atoms 1 to 2 (eV/Å):
3.0 -0.1 -2.7
0.1 -0.3 -0.4

Results of the Löwdin charge analysis, in e, for atoms 1 through 6:
1. Mo 0.935
2. C -0.198
3. P 0.803
4. C -0.196
5. C -0.356
6. C -0.363